No. 1
C49H42CaFN5O7SSi | ωB97M-V/def2-TZVPD

Geometry (Å):
Ca -1.123030 -0.394690 -0.559801
S 2.675202 -4.321872 5.959146
Si 1.312533 1.338684 1.689231
F -5.673242 0.886228 -6.166432
O -8.053707 -0.594984 -6.283760
O 0.684090 0.316855 0.672989
O 0.357619 -1.433345 -1.914214
O -3.173831 -2.200450 -3.945194
O -6.980416 -2.729179 -2.423577
O -2.305312 -2.114955 -1.877611
O 4.752998 -3.594632 7.274604
N -5.524525 -1.119395 -3.169774
N -7.459429 -1.620796 -4.342557
N 0.216432 -3.695172 -1.699829
N 1.498723 7.962571 -5.480452
N 0.551434 -2.671666 -3.783678
C 0.464551 -1.475117 -4.598793
C -0.146421 3.594023 0.705068
C 0.635225 4.090758 -2.736348
C 3.181696 1.030861 1.852398
C 5.161406 0.022793 0.865475
C -1.252214 2.566486 -2.360891
C -6.003281 -0.004527 -5.213769
C -1.746799 1.599437 -1.788238
C 0.939041 -2.312935 2.905698
C -5.200487 -0.237170 -4.168415
C 0.377184 -3.913556 -4.509351
C -1.137157 1.838495 5.048177
C -1.370013 -1.690804 2.394905
C 3.876404 -3.154822 6.566863
C 3.797641 0.289435 0.840226
C -0.572232 1.925726 3.783909
C 0.620851 1.270290 3.463152
C 1.196980 5.183521 -3.363837
C 1.094226 3.156684 1.182089
C -0.512549 1.096116 6.041535
C -3.220585 -1.965533 -2.731095
C 0.674772 0.438565 5.754750
C -2.065750 -1.118446 1.558742
C -6.656924 -1.888477 -3.239639
C 0.673301 -5.099946 -3.618650
C 2.110953 4.109296 1.282843
C -0.243293 -3.596990 -0.326090
C -0.368560 4.920293 0.361575
C 3.988701 1.489457 2.896905
C 0.364591 -2.553130 -2.433818
C 5.352877 1.226471 2.932662
C 1.034901 7.048824 -4.954653
C -0.851753 5.524053 -4.597026
C -4.515947 -1.380759 -2.140860
C -0.131747 -4.942915 -2.349027
C -7.250339 -0.719735 -5.377296
C -0.752507 -2.734710 4.558738
C 1.880795 -2.920473 3.709968
C 0.202073 -3.306299 5.383782
C 5.943309 0.490976 1.913090
C -0.679714 3.689612 -3.022525
C 0.456616 5.908648 -4.299291
C -1.408945 4.429752 -3.966460
C 3.795010 -1.696913 6.198185
C 1.524081 -3.421074 4.961423
C -0.410719 -2.238284 3.294624
C 0.656608 5.849619 0.477126
C 1.901109 5.439537 0.934285
C 1.223154 0.524311 4.480642
H 0.218093 -4.387863 0.268009
H 3.178465 -0.090530 0.034015
H 2.907439 -3.000843 3.371021
H 2.144728 -0.010715 4.265118
H 1.047682 -3.897585 -5.374215
H -8.301042 -2.173149 -4.396499
H -0.952079 1.023743 7.029729
H 1.229015 -1.871786 1.960807
H 1.737916 -5.125050 -3.371709
H -2.072005 2.346292 5.255184
H 2.971931 -1.460834 5.532336
H 1.327217 -1.416595 -5.268726
H 1.162394 -0.154838 6.519740
H -0.950679 2.879833 0.562012
H 4.738643 -1.414565 5.730473
H 0.443037 -0.599993 -3.958917
H -4.283449 -0.442627 -1.633762
H -1.335929 5.217964 -0.025889
H 5.954456 1.592866 3.757151
H 3.541674 2.062946 3.703409
H -1.781706 -2.662445 4.885138
H -4.251840 0.271912 -4.057792
H 0.024083 -2.643250 0.116721
H -1.422614 6.088403 -5.323163
H 7.006585 0.280903 1.938457
H 0.492166 6.882569 0.192586
H -0.079071 -3.681809 6.360475
H 5.614351 -0.555850 0.068287
H 2.712625 6.154492 1.014137
H -1.207351 -4.958221 -2.573458
H -1.331096 -3.677530 -0.281594
H 0.415027 -6.029062 -4.129360
H -4.939534 -2.062137 -1.409816
H -1.083198 2.510758 3.028142
H 0.070301 -5.753794 -1.645920
H -0.649968 -3.972188 -4.893251
H 3.695410 -1.126917 7.122839
H 2.207165 5.488102 -3.123280
H 3.093595 3.809287 1.630910
H -0.453958 -1.496491 -5.193096
H 1.197944 3.536487 -1.995875
H -2.422085 4.125484 -4.192225

Cartesian forces (eV/Å) of the 2 atoms listed first:
Ca 0.2 -0.1 0.4
S 0.0 0.0 0.0

## Properties
Electronic energy = -113153.6714 eV
Net charge = -2
Frontier orbital gap = 7.23 eV
Relative energy (zero: lowest compared OMol25 entry of this formula, charge and spin) = 0.0 kcal per mole


No. 2
C49H43AsGaGeN3O3 | ωB97M-V/def2-TZVPD

Geometry (Å):
As -0.009999 1.947133 -4.486383
Ge -0.141870 -2.380511 3.587676
Ga -0.157858 -0.540934 -2.324639
O 1.943563 -2.168142 -1.282467
O -0.346358 -2.047837 -1.273869
O -0.185655 0.337791 -3.887910
N -1.818381 0.077745 -1.215987
N 0.227457 0.559372 -0.303609
N 1.870696 -0.719165 -1.517683
C 1.227544 -0.548646 -0.163226
C -2.011265 2.208914 -8.656756
C 3.809772 3.178578 -3.452062
C -2.563310 -1.515802 5.000374
C 0.337476 0.652172 3.923827
C -4.575429 -2.816200 5.241102
C 1.383854 0.229539 6.445417
C 2.483903 2.436168 -5.791156
C 3.185820 -0.209661 -1.776607
C 2.223268 -0.349010 0.921622
C 3.956866 0.109572 -0.745588
C 1.474534 -5.464281 5.968776
C 2.768631 -5.604296 5.484975
C -0.938523 3.171439 -3.349890
C 0.504760 -0.664099 4.358334
C -2.068704 0.999339 -7.977886
C -3.866399 -1.642377 5.468746
C -3.871318 -0.110832 -0.055520
C -3.119669 -0.211662 -1.211745
C -1.868796 0.538680 1.109064
C 3.200994 -4.822686 4.420553
C 1.034757 -3.746312 4.321682
C 0.679339 -3.095884 0.631482
C -2.937867 3.743605 -2.151665
C 2.482937 2.787641 -3.389696
C -1.344790 3.301728 -8.110653
C 0.611499 -4.539814 5.390263
C 2.338860 -3.897909 3.845404
C 1.827397 2.419871 -4.563069
C 0.748685 -2.040865 -0.434303
C -1.186850 0.392989 -0.075070
C 4.469749 3.199230 -4.676847
C -2.235476 2.857735 -2.950313
C -2.672365 -3.736734 4.088865
C -3.237781 0.282878 1.110698
C -3.973949 -3.867060 4.556579
C -1.079144 5.279571 -2.213715
C -0.362563 4.391812 -3.003331
C 3.812399 2.827026 -5.841465
C -2.355918 4.948519 -1.775852
C -0.797076 1.961576 -6.206637
C -0.435375 -2.919777 1.682500
C 1.039465 -0.849613 5.639820
C -1.952473 -2.555287 4.296176
C 1.193716 1.528458 5.994941
C 0.674581 1.736279 4.725171
C 3.484185 -0.035108 0.635649
C -1.459202 0.865498 -6.739625
C -0.734449 3.184907 -6.874427
H 3.441765 -6.322588 5.937829
H 1.805481 0.051006 7.427707
H -0.218751 4.028059 -6.433863
H -2.490827 2.302828 -9.623273
H 4.329778 3.480522 -2.550844
H 4.333247 2.846066 -6.789675
H 1.438344 2.371199 6.629912
H -0.813762 -3.915395 1.918937
H -4.516708 -4.792504 4.400010
H 1.965034 2.145541 -6.693950
H -1.487622 -0.076058 -6.208737
H -3.785178 0.362857 2.042042
H 1.665149 -3.191924 1.089921
H 0.624880 4.657898 -3.351199
H -1.366231 0.810961 2.027835
H -2.009226 -0.602904 5.206446
H -5.589293 -2.917026 5.608281
H -4.322389 -0.832609 6.026974
H -0.398763 -4.437383 5.773273
H -3.559125 -0.505185 -2.156662
H -0.056523 0.872599 2.938832
H 2.698366 -3.284600 3.022643
H 0.590174 1.386398 0.146981
H -2.588083 0.156210 -8.415714
H -4.927273 -0.345064 -0.071526
H 1.199808 -1.852761 6.018452
H 4.210714 -4.932250 4.042722
H 1.880872 -0.459338 1.939934
H -2.910950 5.645173 -1.160104
H -3.946377 3.505275 -1.834905
H 4.192943 0.115984 1.441191
H -0.644155 6.234084 -1.947453
H -1.304003 4.240138 -8.648109
H -1.289110 -2.386913 1.261401
H 0.524955 2.744795 4.356936
H 1.136382 -6.072146 6.799526
H 5.506857 3.507504 -4.717819
H 1.960845 2.777293 -2.443333
H 0.497236 -4.015849 0.069199
H -2.212152 -4.576656 3.574333
H 4.964148 0.467742 -0.920335
H 3.483245 -0.190468 -2.814507
H -2.701611 1.944237 -3.289325

Cartesian forces (eV/Å) of the 2 atoms listed first:
As 0.0 0.1 0.0
Ge -0.1 0.0 0.1

## Properties
Electronic energy = -231838.8319 eV
Net charge = +2
Frontier orbital gap = 7.29 eV
Relative energy (zero: lowest compared OMol25 entry of this formula, charge and spin) = 148.8 kcal per mole


No. 3
C49H43BiClF2N3O2PSi | ωB97M-V/def2-TZVPD

Geometry (Å):
Bi -1.564881 0.948135 0.472268
Cl -4.831738 -1.242745 0.076723
P -1.888257 -2.596724 0.570793
Si -2.608164 3.304578 -0.245672
F -1.927240 1.946936 6.815451
F 0.154700 -1.109555 -5.324836
O 4.049422 2.993463 -4.898485
O 0.453310 -0.741433 1.129921
N 5.767971 0.754399 0.863997
N 6.304116 1.460708 -0.026295
N 0.932068 1.887521 0.748618
C 4.822755 1.016071 -1.973477
C -1.328934 -3.208934 2.213683
C 0.815972 -4.681835 -2.553841
C -0.084248 -0.529815 -4.122529
C 0.727513 0.414907 -2.085199
C -0.441365 -4.820783 3.777209
C -4.650725 -5.724216 0.485910
C 1.643657 -0.351047 1.184523
C -4.706467 -2.975761 0.247536
C -3.469238 -3.595490 0.447960
C -0.746851 -4.447990 2.474743
C -1.887369 4.055255 -1.821663
C 5.382889 3.554931 -2.945333
C 4.040086 -0.712476 1.499534
C 0.981508 -0.177494 -3.321976
C -0.460021 1.829739 4.972463
C -5.892714 -3.698564 0.175814
C -0.702108 -3.954687 4.833272
C 4.386599 0.552770 1.026313
C 4.283949 4.294087 -5.394491
C 1.137022 3.174987 0.592663
C -2.849421 1.752425 4.657199
C -0.281189 1.730732 3.592381
C -2.636414 1.641778 3.286174
C -5.863629 -5.075771 0.297460
C 3.320123 1.499684 0.842100
C 1.981933 1.049817 0.890906
C -3.480422 -4.988307 0.557090
C -1.551417 -2.332423 3.275622
C 5.904901 3.132130 -1.724179
C -2.621303 4.660226 1.073472
C -1.243616 -2.701848 4.578943
C -4.433533 2.967706 -0.625573
C 2.422114 3.731169 0.625694
C -0.853740 -3.532273 -0.623962
C -1.361866 1.646770 2.714264
C 4.592164 2.690880 -3.685508
C -1.609023 0.264058 -2.487950
C 0.531265 -3.578093 -0.432926
C -1.382694 -4.037863 -1.811332
C -1.743478 1.846609 5.473887
C 5.616905 1.881735 -1.208585
C 1.356889 -4.158174 -1.386914
C 3.500630 2.898366 0.765829
C -1.388239 -0.306756 -3.737156
C 4.329432 1.412210 -3.198911
C -0.553097 -4.609718 -2.768113
C 2.737260 -1.165219 1.572549
C -0.571409 0.640239 -1.631397
H 0.384781 1.884131 5.649102
H -2.923551 5.622938 0.645234
H -2.144486 3.433077 -2.686399
H 0.251708 3.797019 0.488289
H -0.978535 -4.998449 -3.685514
H 0.951379 -3.126128 0.459377
H 3.718942 0.749578 -3.801234
H 1.460789 -5.122272 -3.305801
H -6.787130 -5.639683 0.246119
H -4.533800 2.218954 -1.421311
H -3.325846 4.403284 1.872319
H 2.518756 -2.170533 1.915011
H 1.994399 -0.375714 -3.656071
H -1.412119 -2.003659 5.390700
H 4.862398 -1.375030 1.753952
H -4.616241 -6.803946 0.571600
H 0.735791 1.701685 3.219973
H -3.842604 1.742219 5.091096
H -1.642412 4.787000 1.547306
H -4.954093 3.878189 -0.946247
H 3.787325 4.347548 -6.359119
H -0.467534 -4.250392 5.849199
H -3.512291 1.533921 2.637919
H -2.203188 -0.588147 -4.395380
H 2.554239 4.802887 0.552239
H -2.448689 -3.981925 -1.995274
H 4.490536 3.314947 0.859468
H 5.606918 4.551656 -3.297846
H -0.793723 4.104680 -1.781208
H -2.541538 -5.509345 0.699961
H -2.647290 0.408680 -2.172148
H 1.586932 0.693486 -1.484112
H -6.826324 -3.171472 0.024175
H -4.950220 2.571229 0.257051
H -1.946449 -1.340269 3.075857
H -0.507471 -5.119295 1.658978
H 3.865671 5.057756 -4.731839
H -2.273161 5.066237 -1.998255
H 6.539561 3.796319 -1.147914
H 0.013678 -5.786264 3.969301
H 5.352853 4.488302 -5.528573
H 2.427344 -4.194209 -1.218586
H 4.612357 0.021986 -1.598056

Cartesian forces (eV/Å) of the 2 atoms listed first:
Bi -0.1 -0.2 0.2
Cl 0.1 0.0 0.0

## Properties
Electronic energy = -101039.5577 eV
Net charge = -1
Frontier orbital gap = 6.74 eV


No. 4
C49H43BrN5O9P2STb | ωB97M-V/def2-TZVPD

Geometry (Å):
Tb -0.597907 -0.202702 -0.099424
Br -4.445236 4.892259 3.960027
S -0.850310 -2.740175 -1.700007
P 1.244798 2.330697 0.602030
P 1.457136 -0.106280 -2.388633
O -1.294845 -6.200215 5.439418
O -1.788906 -1.514390 1.293990
O -1.846574 1.227047 1.045913
O 0.936315 -1.080673 1.097978
O 0.671935 -5.362188 5.553483
O -3.693525 -4.223377 0.956682
O -1.480012 1.920116 -0.958585
O -4.335923 -2.513308 2.062447
O 2.262971 -2.130201 2.460419
N -3.291874 -0.406692 -0.951169
N -0.452350 -5.391588 5.094670
N -3.590454 -3.394060 1.846995
N 1.377402 -3.809997 -0.508710
N -0.489875 -4.522906 0.277338
C -5.057473 -0.927983 -2.546703
C 0.782111 -0.286389 -4.058892
C -3.432983 4.090189 -0.491151
C 0.124387 4.902937 0.700989
C -0.083649 -2.528406 2.679486
C -2.309590 -3.358059 2.622702
C -0.031448 3.607835 2.716042
C 4.868713 -2.271791 -1.478306
C 3.260952 1.119808 2.149799
C -2.038487 -4.350775 3.574614
C -2.000565 2.132411 0.157885
C -3.288356 3.364790 1.810467
C -0.573170 0.029568 -4.221030
C 3.401541 3.511351 1.972901
C 0.460790 -5.491858 0.733471
C 2.719443 -2.585126 -3.057432
C -3.716175 -0.753658 -2.181656
C -4.251002 -0.265091 -0.042887
C 5.135318 2.362718 3.120788
C 2.779265 -1.444951 -2.273971
C 1.534244 -0.687302 -5.128810
C 2.568740 1.381569 -2.774899
C 2.027333 3.096172 -0.881913
C -0.801801 -4.374578 4.164543
C -0.650522 4.621639 3.409428
C 4.765619 -3.380835 -2.287266
C 0.409046 3.715541 1.381572
C -0.429620 5.972154 1.446581
C -0.877654 5.810644 2.737212
C -2.904659 3.221920 0.464390
C -6.066492 -0.751897 -1.570606
C 4.613889 3.536667 2.687957
C 1.806597 -4.808313 0.503585
C -1.426680 -2.379387 2.129031
C 3.710594 -3.556418 -3.096202
C 2.748696 2.354538 1.637305
C 3.900852 -1.246502 -1.428906
C -4.795293 5.177077 1.135944
C 0.954587 -0.771782 -6.394003
C -1.116768 0.047032 -5.505154
C 0.197909 -3.466899 3.677743
C -0.360307 -0.396389 -6.574510
C -5.588858 -0.414737 -0.322287
C 4.398051 1.183028 2.872689
C -4.379636 5.053937 -0.155705
C 3.012815 2.105548 -1.506509
C 1.132002 -1.862880 2.091546
C 0.058277 -3.669461 -0.594726
C -4.171992 4.386473 2.103429
H -6.186481 -0.364229 0.548515
H -0.690608 6.952076 1.052400
H 1.223384 -3.499414 3.983477
H -0.042426 2.668394 3.261155
H 3.669323 -4.417922 -3.791661
H -1.475300 -4.704603 0.257376
H 2.614304 -5.495033 0.147007
H 0.204625 5.025961 -0.414099
H -2.955667 -0.974302 -2.912981
H -3.981923 0.003502 1.002746
H 0.451383 -6.418708 0.139020
H 1.569981 -1.010884 -7.257585
H 0.194427 -5.696258 1.759256
H 3.069940 4.538400 1.733122
H 5.667249 -2.278251 -0.705841
H 2.619622 3.957121 -0.621303
H 2.852030 0.186147 1.884571
H 4.883826 0.248368 3.233374
H 3.339386 1.350322 -0.793025
H -2.759485 -5.099367 3.842191
H -7.132938 -0.950991 -1.676096
H -4.771544 5.688598 -0.935081
H -1.135472 0.317906 -3.338961
H -5.261531 -1.269354 -3.540712
H -1.004943 4.431985 4.460800
H -5.510619 5.910662 1.326946
H -2.886758 2.705863 2.528740
H 2.551898 -0.909434 -5.012884
H 4.016066 -0.435625 -0.767365
H 2.153791 -4.305001 1.418440
H 3.928591 2.616040 -1.757627
H 2.066966 -3.205433 -0.931142
H 5.564212 -4.064333 -2.350938
H 6.040556 2.230392 3.664607
H 5.143737 4.465644 2.869901
H 2.041259 2.125732 -3.492752
H -3.231672 4.076465 -1.542743
H 1.245921 3.330653 -1.556558
H 1.895689 -2.761008 -3.679563
H -0.774469 -0.452590 -7.594267
H 3.435212 0.948880 -3.277560
H -1.296485 6.685718 3.293493
H -2.156413 0.322465 -5.649829

Cartesian forces (eV/Å) of the 2 atoms listed first:
Tb -1.1 -0.2 -0.5
Br -0.1 -0.4 -0.7

## Properties
Electronic energy = -199277.1683 eV
Frontier orbital gap (spin up / spin down) = 8.24 / 8.31 eV
2S+1 = 7
⟨S²⟩ = 12.045
Relative energy (zero: lowest compared OMol25 entry of this formula, charge and spin) = 6.7 kcal per mole


Which of these has the lowest electronic energy?
C49H43AsGaGeN3O3


Which of these has the lowest electronic energy?
C49H43AsGaGeN3O3


Which formula does entry 3 have?
C49H43BiClF2N3O2PSi